Entry 1:
69
Properties=species:S:1:pos:R:3 method="wB97M-V/def2-TZVPD" de_lowest_ev=2.195 total_charge=-1 fmax_ev_per_a=1.5 spin_multiplicity=4 lumo_energy_ev="2.268 / 2.081" orbital_gap_ev="6.07 / 6.67" e_tot_ha=-3712.17506
V -0.48839 0.40744 -0.22665
O -2.32058 1.10779 4.10670
C -1.34805 0.80435 3.21298
O -0.91727 -0.30823 3.08922
C -0.84270 2.01977 2.48259
C -0.86069 3.21450 3.12497
C -0.17203 4.34237 2.57772
C 0.53731 4.13472 1.42729
C 0.49072 2.91275 0.77249
N -0.28284 1.83032 1.24112
C 1.19629 2.59377 -0.44919
O 2.11085 3.41362 -0.98620
O 0.99862 1.51372 -1.00497
H -2.56268 0.25333 4.49547
H -1.36102 3.28464 4.07914
H -0.16864 5.29744 3.08170
H 1.12983 4.94899 1.01937
H 2.09620 4.26368 -0.53152
C 2.92374 0.78649 3.00460
C 2.22240 -0.49796 2.59800
N 1.92898 -0.61090 1.17089
C 3.11499 -0.47324 0.32316
C 4.21343 -1.51123 0.54503
C 1.17623 -1.84804 0.95188
C 0.97319 -2.23541 -0.49780
N 0.32488 -1.18682 -1.29317
C 0.29117 -1.42000 -2.63480
C -0.18039 -0.42800 -3.52244
F -0.61256 0.74104 -3.00620
C -0.23654 -0.56841 -4.88651
F -0.69809 0.47252 -5.61110
C 0.16983 -1.72122 -5.52962
C 0.60794 -2.72458 -4.69538
F 0.99511 -3.90547 -5.22884
C 0.66043 -2.60382 -3.32029
F 1.04523 -3.72682 -2.66030
H 2.99076 0.83746 4.09352
H 2.37151 1.65948 2.65958
H 3.94106 0.85025 2.61318
H 1.26897 -0.57498 3.11951
H 2.82722 -1.35770 2.93556
H 3.52535 0.52543 0.48384
H 2.78283 -0.48523 -0.71367
H 4.66437 -1.42776 1.53692
H 5.00735 -1.37317 -0.19215
H 3.83575 -2.52951 0.43526
H 0.21321 -1.73847 1.46486
H 1.67313 -2.71097 1.42957
H 0.37382 -3.14910 -0.46660
H 1.93345 -2.50918 -0.94077
H 0.13154 -1.83238 -6.60173
O -3.24405 1.73577 -1.25706
B -1.85224 1.87122 -0.99166
O -1.49885 3.21460 -1.37784
C -2.62662 3.80319 -1.86580
C -2.78668 5.07234 -2.36751
C -4.06856 5.42200 -2.80870
C -5.12324 4.51884 -2.73542
C -4.94184 3.23159 -2.21845
C -3.67660 2.90643 -1.79220
H -1.95589 5.76395 -2.41809
H -4.23894 6.41020 -3.21690
H -6.10349 4.81449 -3.08750
H -5.75043 2.51579 -2.15628
O -2.71141 -1.21872 -1.49804
Cl -2.80287 -1.56130 -0.10068
O -4.15814 -1.66012 0.34160
O -2.15914 -0.40211 0.66434
O -2.05307 -2.74814 0.20977


Entry 2:
21
Properties=species:S:1:pos:R:3 method="wB97M-V/def2-TZVPD" de_lowest_ev=9.021 fmax_ev_per_a=6.5 spin_multiplicity=1 lumo_energy_ev=-0.686 orbital_gap_ev=7.03 e_tot_ha=-366.10239
C -0.00283 -2.81086 -1.07849
C -0.02411 -1.59395 -0.22663
N 1.10123 -0.63466 -0.47165
C -1.36980 1.16398 1.08548
C -0.67360 1.17709 -0.34657
C 0.66727 0.71548 -0.05189
C 1.74303 1.81634 0.25002
O -1.01094 -1.57625 0.71360
H -0.28841 -2.53373 -2.09421
H 0.90761 -3.44869 -0.96856
H -0.82474 -3.46664 -0.68689
H -1.01472 -1.08239 -0.46989
H -1.38319 0.12607 1.40887
H -2.42008 1.62259 1.21629
H -0.63944 1.64880 1.89657
H -1.12581 0.60972 -1.07498
H -0.58519 2.12523 -0.91515
H 0.65465 -0.06249 0.77868
H 1.80108 2.50688 -0.52197
H 2.82687 1.50377 0.26864
H 1.66112 2.19371 1.28873


Entry 3:
74
Properties=species:S:1:pos:R:3 method="wB97M-V/def2-TZVPD" de_lowest_ev=0.000 fmax_ev_per_a=0.4 spin_multiplicity=1 lumo_energy_ev=0.582 orbital_gap_ev=10.28 e_tot_ha=-2707.82132
C 0.36895 3.48240 0.61486
C -0.40615 3.12558 -0.65002
O -0.85639 1.75315 -0.68523
P 0.22505 0.58590 -0.78325
O 1.50688 0.97051 -1.41125
C -0.63039 -0.71276 -1.68895
C 0.18592 -1.26223 -2.86428
C 1.52956 -1.86655 -2.48006
C 2.80728 -1.10892 -2.92298
O 3.72724 -2.11431 -3.43911
S 3.20232 -3.52995 -2.97993
O 3.57701 -4.50888 -3.93447
O 3.48239 -3.71487 -1.59113
O 1.67301 -3.16408 -3.15926
O 0.33554 0.19712 0.76670
C 1.18672 -0.89254 1.21474
C 0.41732 -2.20476 1.30060
H 0.15920 4.51792 0.88502
H 1.44053 3.40523 0.43977
H 0.07052 2.81801 1.42670
H -1.32305 3.71239 -0.72368
H 0.18511 3.31944 -1.54848
H -0.97926 -1.51823 -1.04037
H -1.52788 -0.25087 -2.10704
H -0.40011 -2.06361 -3.31934
H 0.30574 -0.50288 -3.63689
H 1.55994 -2.10709 -1.41709
H 2.59667 -0.45181 -3.76334
H 3.25432 -0.55637 -2.10541
H 1.52102 -0.57873 2.20290
H 2.07568 -0.93979 0.58058
H 0.59260 -2.72826 2.23988
H 0.59553 -2.87561 0.46092
H -0.64381 -1.96824 1.27321
C -2.84426 -3.73329 1.01813
O -2.27783 -3.25949 0.04341
N -3.13074 -5.06501 1.12027
N -3.21424 -2.95714 2.07296
H -3.57249 -5.47144 1.92198
H -2.85816 -5.65255 0.35527
H -2.94092 -1.99068 2.05230
H -3.67152 -3.30540 2.89356
C 3.58721 5.73355 -0.21305
O 3.05283 4.95614 0.55592
N 4.58102 5.34668 -1.06890
N 3.23150 7.05458 -0.28491
H 5.03237 5.96761 -1.71220
H 4.85188 4.38130 -1.04373
H 2.51082 7.36737 0.33741
H 3.66038 7.71002 -0.90914
C -0.17293 -2.80169 5.41174
O -1.07369 -2.90225 4.59289
N -0.01921 -1.70908 6.21078
N 0.77107 -3.78174 5.57223
H 0.72985 -1.60777 6.86780
H -0.64345 -0.93784 6.05175
H 0.69318 -4.59299 4.98862
H 1.52884 -3.71694 6.22383
C -2.18213 0.89988 3.59484
O -1.11441 0.90186 4.18127
N -3.36920 1.12437 4.24762
N -2.29724 0.68055 2.25405
H -4.25865 1.13596 3.78732
H -3.32480 1.29701 5.23360
H -1.45178 0.53037 1.71999
H -3.17900 0.70015 1.77739
C -2.24029 1.06084 -5.27059
O -2.07915 0.19442 -4.42922
N -1.96782 2.37699 -5.01817
N -2.70140 0.78315 -6.52686
H -2.08931 3.10731 -5.69288
H -1.62667 2.60412 -4.10243
H -2.90599 -0.17571 -6.73649
H -2.83870 1.48045 -7.23266


Entry 4:
114
Properties=species:S:1:pos:R:3 method="wB97M-V/def2-TZVPD" total_charge=+2 fmax_ev_per_a=0.6 spin_multiplicity=1 lumo_energy_ev="-7.188 / -7.131" orbital_gap_ev="5.54 / 5.61" e_tot_ha=-11774.94523
Ir 0.32673 -0.17897 0.06267
C 3.56825 -1.37876 1.01480
C 2.72542 -1.86549 2.17530
As 1.19510 -0.65533 2.30512
C 0.22209 -1.15441 3.88205
C 0.21151 -2.47350 4.31903
C -0.48307 -2.80196 5.47512
C -1.16620 -1.82038 6.17891
C -1.15002 -0.50298 5.73795
C -0.45260 -0.16434 4.58945
C 2.00424 1.02391 2.81943
C 3.14485 1.02489 3.61789
C 3.69336 2.22792 4.03724
C 3.09556 3.42914 3.67551
C 1.94934 3.42843 2.89431
C 1.40117 2.22756 2.46834
As 2.41474 -1.29354 -0.55745
C 2.27961 -3.12388 -1.10730
C 3.46124 -3.81102 -1.39034
C 3.40129 -5.13307 -1.79509
C 2.16857 -5.76588 -1.91933
C 0.99854 -5.08005 -1.63648
C 1.05357 -3.75370 -1.22773
C 3.45426 -0.44762 -1.92492
C 4.15809 0.71902 -1.63288
C 4.82371 1.38988 -2.64853
C 4.77695 0.90315 -3.94890
C 4.07290 -0.25899 -4.23767
C 3.40559 -0.93710 -3.22737
H 4.40766 -2.03984 0.80067
H 3.95423 -0.37475 1.19690
H 3.27196 -1.89312 3.11690
H 2.33615 -2.86621 1.98637
H 0.74032 -3.24863 3.77891
H -0.48337 -3.82447 5.82872
H -1.70772 -2.08118 7.07825
H -1.67334 0.26266 6.29466
H -0.43100 0.86710 4.25807
H 3.61629 0.09939 3.92428
H 4.58365 2.22713 4.65152
H 3.52099 4.36607 4.00901
H 1.47919 4.36663 2.62266
H 0.50126 2.23285 1.86538
H 4.42345 -3.31749 -1.31257
H 4.31253 -5.67187 -2.01666
H 2.12595 -6.79888 -2.23766
H 0.04137 -5.57760 -1.73372
H 0.14498 -3.21233 -0.99850
H 4.18815 1.11794 -0.62503
H 5.38214 2.28912 -2.42497
H 5.29796 1.42718 -4.73900
H 4.04790 -0.64214 -5.24906
H 2.86788 -1.85029 -3.45421
C -5.17661 -0.21088 0.36390
Si -3.60536 0.79068 0.12051
C -3.07603 1.65921 1.70011
C -4.08740 2.03226 -1.20069
Si -1.86819 -0.75546 -0.52137
Si -2.15511 -2.66720 0.98613
C -3.46622 -3.72204 0.15634
C -0.72401 -3.83833 1.32512
C -2.81087 -2.00325 2.61124
Si -2.18911 -1.07463 -2.90221
C -2.24454 0.62681 -3.69957
C -0.88530 -2.07102 -3.80181
C -3.87290 -1.86593 -3.13701
H -5.99029 0.51908 0.42156
H -5.21381 -0.80969 1.26965
H -5.39234 -0.85872 -0.48776
H -3.69142 2.54729 1.86427
H -2.03011 1.97510 1.67051
H -3.19894 1.00483 2.56512
H -4.79629 2.72165 -0.73095
H -4.62049 1.53602 -2.01259
H -3.28600 2.62432 -1.63283
H -3.08351 -4.19637 -0.74893
H -4.39105 -3.19754 -0.07794
H -3.70699 -4.52271 0.86440
H -0.65821 -4.59302 0.54126
H -0.95005 -4.35450 2.26157
H 0.25786 -3.37933 1.41839
H -3.85448 -1.70838 2.53312
H -2.24543 -1.14562 2.97612
H -2.74546 -2.78543 3.37211
H -1.55428 1.32198 -3.21577
H -3.23840 1.06708 -3.65165
H -1.96203 0.54461 -4.75154
H 0.13117 -1.74624 -3.56953
H -1.04589 -1.92448 -4.87354
H -0.95230 -3.13880 -3.60279
H -4.66907 -1.22434 -2.75450
H -3.96580 -2.84408 -2.66933
H -4.04680 -1.99637 -4.20910
C -1.52883 6.08659 -2.11587
Ge -0.30632 5.08386 -0.98423
C 1.55507 5.30320 -1.52956
C -0.56899 5.47202 0.91177
C -0.83283 3.15878 -1.19156
Se 0.65929 1.91778 -1.06975
C 1.09705 1.87884 -2.96553
H -1.35449 7.15666 -2.00497
H -2.56309 5.88180 -1.83819
H -1.39302 5.82682 -3.16583
H 1.88337 6.31365 -1.28491
H 1.67160 5.17541 -2.60615
H 2.21666 4.60561 -1.01305
H 0.04930 6.30885 1.23452
H -0.32394 4.60328 1.53031
H -1.61187 5.73092 1.09509
H -1.33320 2.96918 -2.13895
H -1.50670 2.88127 -0.38277
H 1.31516 2.91223 -3.22545
H 0.25662 1.50010 -3.54342
H 1.97782 1.26644 -3.10156


Entry 5:
16
Properties=species:S:1:pos:R:3 method="wB97M-V/def2-TZVPD" de_lowest_ev=2.029 fmax_ev_per_a=4.4 spin_multiplicity=1 lumo_energy_ev=0.648 orbital_gap_ev=10.34 e_tot_ha=-802.42742
C 1.77240 -0.00429 -1.61271
C -1.46092 0.86242 0.05757
C -0.68903 0.88202 -1.02894
C -1.06945 0.09751 1.29919
C 0.42061 -0.27489 1.27140
C 0.51937 -0.62681 -1.16065
N 2.71832 0.57352 -1.79266
N 0.65108 -1.25794 0.18027
Cl -1.06039 1.65880 -2.48790
H -2.19758 1.61422 0.22115
H -1.33691 0.56625 2.25881
H -1.57926 -0.83742 1.26549
H 1.09196 0.64135 1.23692
H 0.40025 -0.95840 2.11288
H 0.19407 -1.26302 -2.00188
H 1.62548 -1.67331 0.18104


Entry 6:
14
Properties=species:S:1:pos:R:3 method="wB97M-V/def2-TZVPD" de_lowest_ev=3.471 total_charge=+1 fmax_ev_per_a=3.9 spin_multiplicity=1 lumo_energy_ev=-4.028 orbital_gap_ev=9.02 e_tot_ha=-2802.27695
C 0.39081 -0.24353 -0.36808
C 2.80522 -0.58114 -0.27488
C -1.22463 1.07089 0.47788
N 1.51509 -0.06927 -0.00472
N -2.37816 0.19179 0.41531
Br -0.52526 -1.32238 -1.64389
H 3.20666 -0.98196 0.65648
H 3.43024 0.25728 -0.58295
H 2.79763 -1.35460 -1.04871
H -1.23017 1.88198 -0.22863
H -0.83848 1.28325 1.45958
H -3.26764 0.70681 0.36521
H -2.39872 -0.43690 1.22592
H -2.28258 -0.40224 -0.44851


Entry 7:
40
Properties=species:S:1:pos:R:3 method="wB97M-V/def2-TZVPD" total_charge=+3 fmax_ev_per_a=0.2 spin_multiplicity=5 lumo_energy_ev="-10.966 / -14.814" orbital_gap_ev="9.02 / 6.30" e_tot_ha=-722.37883
Ir -1.25577 0.37812 -0.54327
C 4.35761 0.94235 0.57430
C 3.31980 -0.28422 0.34170
C 3.51422 -1.32773 1.42751
C 2.03798 0.40206 0.28328
C 1.64507 1.08699 -0.91711
C 0.53659 1.93505 -0.94600
C -0.21663 2.20200 0.24423
C -1.17272 3.34227 0.32914
C 0.03570 1.33475 1.36294
C 1.13760 0.48723 1.38975
H 5.33409 0.45924 0.53362
H 4.18623 1.38005 1.55521
H 4.29110 1.69750 -0.20538
H 3.60051 -0.64438 -0.65289
H 3.42200 -0.89901 2.42648
H 4.51620 -1.74635 1.35588
H 2.80802 -2.15430 1.32793
H 2.25026 0.96853 -1.81045
H 0.32936 2.51506 -1.84009
H -1.60039 3.60071 -0.64061
H -0.61074 4.22933 0.65745
H -1.95112 3.17921 1.07495
H -0.58574 1.43289 2.24802
H 1.33664 -0.10199 2.27695
N -3.26300 0.11675 -1.27988
C -3.97340 -1.03117 -0.59309
C -3.32103 -2.36793 -0.89477
C -1.98365 -2.61844 -0.22141
N -0.87379 -1.76757 -0.79584
H -3.81546 0.96649 -1.14711
H -3.28604 -0.05571 -2.28881
H -5.00729 -1.02363 -0.94063
H -3.98595 -0.81562 0.47782
H -3.24943 -2.52888 -1.97625
H -4.00477 -3.14296 -0.54120
H -1.69486 -3.66274 -0.34595
H -2.03240 -2.41229 0.84960
H -0.77595 -2.00231 -1.78624
H 0.00117 -2.06937 -0.36980


Entry 8:
14
Properties=species:S:1:pos:R:3 method="wB97M-V/def2-TZVPD" de_lowest_ev=5.378 fmax_ev_per_a=1.1 spin_multiplicity=1 lumo_energy_ev=0.226 orbital_gap_ev=9.34 e_tot_ha=-266.52438
C 1.88699 0.29728 -0.34921
C 0.51457 0.55355 0.03102
N -0.37847 -0.17192 -0.67202
C -1.74668 -0.20313 -0.20447
C -1.92082 -0.14160 1.26558
N -2.00223 -0.07143 2.41796
H 2.70525 0.62784 0.28711
H 2.08994 0.15826 -1.40740
H 1.47016 -1.44994 -0.29567
H 0.35338 0.82456 1.08191
H 0.93371 1.53922 -0.49626
H 0.63092 -1.44463 -0.45796
H -2.20219 -1.13383 -0.55817
H -2.33454 0.61577 -0.64240


Entry 9:
97
Properties=species:S:1:pos:R:3 method="wB97M-V/def2-TZVPD" de_lowest_ev=1.956 fmax_ev_per_a=4.0 spin_multiplicity=3 lumo_energy_ev="-1.482 / -1.476" orbital_gap_ev="6.58 / 6.92" e_tot_ha=-7089.55569
Ni -0.57012 -2.00106 0.69182
O 0.62275 -8.59997 -0.07764
C -0.68349 -8.10288 0.21258
C -0.54729 -6.63857 0.51561
C -1.29202 -6.03105 1.56151
C -1.23136 -4.68835 1.69525
N -0.34531 -3.85226 1.01771
C 0.53454 -4.47883 0.15249
C 0.38357 -5.85532 -0.20596
C 1.80287 -3.79836 -0.29017
C 2.77503 -4.59920 -0.91942
C 3.86998 -4.07881 -1.68327
C 4.74909 -4.97020 -2.49966
O 4.71778 -6.28021 -1.99190
C 3.98479 -2.66650 -1.74671
C 3.03426 -1.88086 -1.06149
N 1.97068 -2.42728 -0.40783
H 0.64450 -9.55862 0.00631
H -1.15557 -8.60972 1.07463
H -1.30380 -8.25812 -0.68640
H -1.88135 -6.68554 2.20106
H -1.87459 -4.14714 2.42468
H 0.91231 -6.24825 -1.04445
H 2.66291 -5.67344 -0.78915
H 5.78432 -4.54912 -2.45860
H 4.40041 -4.88590 -3.56354
H 5.45106 -6.82225 -2.43494
H 4.78395 -2.22627 -2.28376
H 3.08112 -0.81173 -0.96393
F -0.47607 -1.04672 5.71598
C -1.17619 -1.05380 4.56601
C -0.50757 -1.39159 3.38368
C -1.22052 -1.25628 2.24079
C -2.57529 -0.90465 2.19268
C -3.20414 -0.73579 3.38737
F -4.48158 -0.31344 3.52747
C -2.51907 -0.81366 4.59862
C -3.11405 -0.71611 0.82550
C -4.36144 -0.12643 0.52677
C -4.65864 0.05586 -0.83744
C -3.72675 -0.36056 -1.79544
C -2.54875 -0.97722 -1.40568
N -2.25873 -1.17901 -0.13125
H 0.52406 -1.70350 3.40410
H -3.03252 -0.51187 5.49987
H -5.00865 0.16930 1.35938
H -5.58951 0.53806 -1.11935
H -3.94137 -0.28657 -2.84430
H -1.77677 -1.15611 -2.15815
F -0.26065 -1.56702 -4.02444
Te -0.77942 -3.72728 -3.78454
F -0.80564 -5.63334 -3.19033
F 0.50651 -4.10450 -5.28068
F -2.31555 -3.24056 -2.47598
F -2.19709 -3.96738 -5.06660
O 1.17206 -1.53039 0.11973
C 2.00494 6.41483 -0.58904
C 1.88770 4.88867 -0.86056
C 1.74379 4.60445 -2.35402
C 3.26734 4.26885 -0.46934
Si 0.45156 4.06814 0.09388
Br 0.90255 1.84608 0.02854
C 0.49498 4.45410 1.98786
C 1.93174 4.65228 2.52745
C -0.06969 3.25273 2.80442
C -0.38363 5.68190 2.30636
C -1.27119 4.24338 -0.72511
C -1.66801 5.70847 -0.87345
C -2.29635 3.55078 0.18822
C -1.32594 3.57979 -2.08710
H 2.70632 6.83382 -1.33594
H 2.38502 6.63115 0.43161
H 1.04564 6.94124 -0.72412
H 2.62496 4.94955 -2.90042
H 0.88763 5.14122 -2.79222
H 1.64555 3.52146 -2.51550
H 4.03544 4.85568 -1.01219
H 3.39868 3.21649 -0.83845
H 3.52288 4.28129 0.61056
H 2.60268 3.86115 2.19711
H 1.91735 4.64034 3.66222
H 2.38893 5.62428 2.23404
H 0.55644 2.29385 2.70242
H -1.10451 2.97466 2.54224
H -0.02277 3.50470 3.86764
H -0.08565 6.59240 1.71519
H -0.20023 5.99631 3.36081
H -1.49233 5.51667 2.22004
H -1.56114 6.27205 0.05762
H -2.77996 5.67385 -1.13610
H -1.14764 6.23507 -1.69025
H -2.52532 4.05375 1.11027
H -2.01690 2.51725 0.38415
H -3.21285 3.51064 -0.41296
H -0.77209 4.05183 -2.89386
H -2.39527 3.56669 -2.42947
H -1.01833 2.49456 -2.07117


Entry 10:
10
Properties=species:S:1:pos:R:3 method="wB97M-V/def2-TZVPD" de_lowest_ev=0.966 fmax_ev_per_a=3.7 spin_multiplicity=1 lumo_energy_ev=0.503 orbital_gap_ev=12.13 e_tot_ha=-528.05038
C -0.98925 0.07703 -0.47929
C 0.41327 0.15011 0.25694
O 0.71158 1.22516 0.92009
O 0.77452 -1.00073 0.77518
F -2.01964 0.45037 0.31052
F -1.11336 -1.20789 -0.79423
F 1.40294 0.24586 -1.25615
H -0.84031 0.67002 -1.45616
H 1.47368 1.03197 1.52771
H 0.18659 -1.64189 0.19539